[1]
11 unconnected molecules or ions with the total composition C36H103N9O11 at a distorted geometry. Source: OMol25; level of theory: ωB97M-V with the def2-TZVPD basis set.

E_HOMO	-8.6	eV
SMILES	COC[C@H](C)N.COC[C@H](C)N.COC[C@H](C)N.COC[C@H](C)N.COC[C@H](C)N.COC[C@H](C)N.COC[C@H](C)N.COC[C@H](C)N.COC[C@H](C)N.O.O
LUMO	0.64	eV
frontier orbital gap	9.22	eV

```
159
Properties=species:S:1:pos:R:3:forces:R:3
C -1.180 -6.481 -4.084 -1.300 1.615 0.384
O -1.375 -5.269 -4.874 1.612 -0.842 -0.023
C -0.321 -4.359 -4.551 -0.119 -0.025 -0.241
C -0.632 -2.996 -5.110 0.428 0.466 -1.437
C 0.299 -1.983 -4.528 0.405 0.568 -0.439
N -2.019 -2.652 -4.947 -0.747 -0.152 0.425
H -1.521 -6.157 -3.064 0.372 -0.871 -0.523
H -0.142 -6.815 -4.054 -0.015 0.052 -0.208
H -1.845 -7.230 -4.520 0.181 0.001 0.223
H -0.309 -4.257 -3.462 0.399 -0.186 0.204
H 0.697 -4.643 -4.985 -1.194 -0.112 0.771
H -0.440 -3.045 -6.192 0.290 -0.079 -0.077
H 1.309 -2.177 -4.876 0.285 0.052 -0.013
H 0.318 -2.015 -3.453 -0.162 0.117 0.559
H 0.030 -0.973 -4.865 0.013 -0.200 0.167
H -2.338 -1.876 -5.528 0.418 -0.337 0.016
H -2.459 -3.503 -5.254 -1.011 -0.028 -0.045
C 4.416 3.195 -1.395 0.848 2.140 -0.260
O 3.673 2.598 -0.372 -0.134 -0.522 -0.440
C 4.179 2.921 0.898 1.336 1.387 -0.465
C 3.466 2.229 1.960 -1.365 -2.520 1.451
C 3.926 0.733 2.143 0.210 1.369 0.837
N 2.024 2.397 1.784 0.010 0.160 -0.266
H 5.484 2.894 -1.401 -0.502 -0.505 -0.138
H 4.524 4.318 -1.211 -0.493 -1.038 -0.161
H 3.952 3.093 -2.403 0.205 -0.362 0.950
H 5.256 2.676 0.971 -0.151 0.124 -0.201
H 4.058 3.999 1.083 0.158 0.028 -0.327
H 3.697 2.663 2.935 0.165 0.465 -0.164
H 3.357 0.266 2.965 0.143 0.075 -0.463
H 4.981 0.787 2.456 -0.209 -0.286 -0.112
H 3.857 0.166 1.238 -0.195 -0.430 -0.577
H 1.669 1.875 0.978 0.115 0.069 0.420
H 1.545 2.153 2.645 -0.089 -0.034 -0.186
C 2.365 0.700 -3.530 0.257 -0.498 0.849
O 3.128 -0.488 -3.296 -0.274 -0.418 -0.978
C 3.868 -0.500 -2.079 -1.769 0.889 -0.055
C 4.495 -1.846 -1.847 0.319 0.514 0.957
C 5.519 -2.100 -2.949 -0.897 -0.254 0.036
N 3.476 -2.866 -1.613 0.007 -0.344 -1.245
H 1.604 0.540 -4.305 0.081 -0.404 0.514
H 2.995 1.474 -3.936 0.542 0.556 -0.008
H 1.937 1.037 -2.563 -0.129 -0.030 -0.596
H 4.585 0.323 -2.120 0.278 -0.050 0.328
H 3.094 -0.302 -1.318 0.624 0.117 0.390
H 4.967 -1.801 -0.840 0.274 0.394 -0.649
H 6.081 -3.001 -2.770 0.269 -0.415 0.035
H 6.190 -1.253 -2.961 0.299 0.168 -0.339
H 4.967 -2.197 -3.901 0.446 0.162 0.253
H 3.068 -3.099 -2.534 0.031 0.011 0.637
H 4.016 -3.680 -1.335 -0.465 -0.392 -0.023
C -3.618 0.124 1.907 -0.023 0.208 0.724
O -3.649 -1.065 2.692 0.617 0.704 -0.079
C -4.832 -1.791 2.587 -0.696 -0.205 0.229
C -4.727 -2.871 1.535 -0.202 -0.493 -1.828
C -6.067 -3.564 1.258 -1.000 1.367 -1.016
N -3.714 -3.903 1.763 1.542 1.135 0.722
H -4.146 0.963 2.425 -0.108 -0.675 -0.476
H -4.008 -0.058 0.891 0.246 0.260 0.293
H -2.575 0.431 1.923 -0.024 -0.042 -0.471
H -4.977 -2.242 3.581 -0.291 -0.024 -0.203
H -5.693 -1.133 2.345 0.312 -0.252 0.230
H -4.351 -2.418 0.582 -0.597 0.073 0.601
H -5.902 -4.499 0.708 -0.094 0.288 0.159
H -6.748 -2.879 0.614 1.099 -1.154 1.037
H -6.623 -3.764 2.182 0.148 -0.116 -0.061
H -3.966 -4.474 2.554 -0.133 -0.257 0.361
H -2.871 -3.356 2.070 -0.739 -0.898 -0.311
C -3.402 7.571 2.638 -1.361 -0.062 -0.258
O -3.672 6.353 1.972 -0.041 -0.002 -0.016
C -3.289 6.378 0.613 0.479 -0.855 -0.908
C -3.491 4.931 -0.009 0.181 0.609 2.874
C -2.714 3.859 0.820 -0.726 -0.014 -1.294
N -3.146 4.803 -1.385 0.127 -0.319 -0.096
H -3.977 8.375 2.176 -0.148 0.202 -0.055
H -2.381 7.823 2.519 1.338 0.284 0.187
H -3.703 7.534 3.696 0.241 -0.384 -0.418
H -3.896 7.067 -0.006 -0.050 0.041 0.421
H -2.229 6.720 0.487 -0.441 -0.330 0.213
H -4.541 4.728 0.173 -0.434 -0.058 -0.289
H -2.954 3.806 1.893 0.206 0.397 -0.552
H -1.653 4.018 0.601 0.013 -0.197 0.567
H -3.003 2.902 0.342 0.246 0.262 0.423
H -3.365 5.633 -1.895 -0.289 0.524 -0.445
H -2.151 4.680 -1.455 0.515 -0.115 -0.338
C -0.122 3.250 -3.423 -0.020 -1.100 0.882
O -0.145 4.251 -2.454 -0.190 1.438 0.345
C 1.016 4.381 -1.624 -0.026 -1.082 -0.334
C 0.706 5.447 -0.568 -0.679 -0.244 1.441
C 0.684 6.871 -0.966 -0.025 1.177 -2.299
N 1.678 5.437 0.512 1.004 -2.035 -0.609
H 0.677 3.334 -4.159 0.266 0.084 0.042
H -1.072 3.182 -3.934 -0.315 0.556 -0.149
H -0.077 2.315 -2.855 0.532 -0.432 -0.450
H 1.252 3.366 -1.167 -0.312 1.113 -0.103
H 1.883 4.609 -2.262 -0.018 0.312 0.183
H -0.327 5.226 -0.211 0.477 -0.237 -0.145
H 1.695 7.150 -1.316 -0.369 0.103 0.287
H 0.365 7.555 -0.168 0.148 -0.370 -0.069
H 0.010 7.012 -1.823 -0.006 0.170 0.178
H 1.402 5.944 1.315 -0.582 0.831 0.627
H 1.802 4.484 0.838 0.116 -0.235 0.220
C -3.649 2.522 7.039 -0.499 -0.299 -0.223
O -2.775 2.730 5.943 0.204 0.411 1.129
C -1.565 2.023 6.099 0.463 -0.411 -1.138
C -0.667 2.521 4.948 -0.300 0.548 -1.201
C -1.345 2.107 3.649 0.431 -1.280 0.389
N 0.725 2.059 4.853 -0.432 -1.185 1.435
H -4.047 1.481 6.984 0.000 0.651 0.184
H -4.456 3.271 6.965 0.261 -0.522 -0.054
H -3.161 2.655 8.017 0.109 0.007 -0.248
H -1.047 2.155 7.058 -0.400 0.217 0.216
H -1.802 0.942 5.953 0.454 0.330 0.221
H -0.542 3.612 4.994 -0.584 -0.119 0.238
H -0.668 2.214 2.802 -0.552 1.074 -0.361
H -2.410 2.345 3.586 0.531 0.530 -0.416
H -1.326 1.017 3.703 -0.303 -0.520 0.206
H 1.044 2.132 5.828 0.587 -0.138 -0.549
H 0.707 1.041 4.654 0.097 0.599 0.191
C 5.168 -5.108 0.736 -1.103 -0.127 -0.796
O 4.082 -5.686 -0.087 1.313 0.313 1.478
C 2.798 -5.493 0.491 -0.424 0.849 0.478
C 1.797 -6.456 -0.163 1.373 0.174 1.713
C 1.789 -6.316 -1.624 -1.694 0.065 -1.005
N 0.490 -6.273 0.457 -0.497 -0.058 -0.004
H 5.115 -4.000 0.677 0.039 -0.525 0.221
H 6.121 -5.451 0.342 -0.111 0.009 -0.385
H 5.146 -5.451 1.779 -0.433 0.138 -0.188
H 2.777 -5.603 1.604 0.311 -0.309 -0.645
H 2.477 -4.446 0.330 0.008 -0.205 -0.137
H 2.211 -7.428 0.052 0.084 -0.747 0.221
H 1.273 -7.200 -1.983 -0.795 0.025 -0.400
H 2.723 -6.445 -2.127 0.934 0.683 0.089
H 1.225 -5.393 -1.880 0.515 -0.498 -0.350
H -0.281 -6.432 -0.188 0.229 0.230 -0.063
H 0.332 -6.920 1.227 0.252 0.170 -0.123
C -1.151 1.025 -0.750 0.068 1.671 -0.832
O 0.160 0.574 -0.656 1.275 -0.512 -0.333
C 0.149 -0.831 -0.782 -0.822 -0.943 1.386
C -0.151 -1.502 0.603 0.518 0.800 -0.631
C 0.947 -1.141 1.555 0.232 0.990 0.795
N -0.196 -2.894 0.314 1.217 -2.239 -0.570
H -1.176 2.123 -0.671 0.298 -0.337 -0.342
H -1.726 0.695 0.070 -0.941 -0.741 0.781
H -1.548 0.694 -1.707 -0.579 0.079 0.011
H -0.653 -1.202 -1.413 -0.264 0.341 -0.527
H 1.072 -1.272 -1.179 0.275 0.592 0.190
H -1.122 -1.206 0.984 -0.263 0.289 -0.001
H 0.820 -1.636 2.523 0.113 -0.183 -0.089
H 0.911 -0.046 1.779 0.351 -0.803 -0.335
H 1.914 -1.433 1.098 -0.291 0.283 0.393
H 0.738 -3.111 -0.101 -0.942 -0.179 0.239
H -0.251 -3.550 1.112 0.014 0.762 -0.299
O -2.181 -4.499 -0.907 -0.291 0.155 0.995
H -1.490 -3.845 -0.626 -0.102 -0.314 -0.124
H -2.682 -4.621 -0.059 0.266 0.139 -0.884
O -2.902 -2.001 -2.330 -0.292 0.216 1.175
H -2.848 -2.859 -1.863 0.014 0.228 -0.534
H -2.777 -2.159 -3.272 0.361 -0.492 -0.305
```
Positions in Å, forces in eV/Å.

Atom charges from the Mulliken analysis, given in e for atoms 1 to 6: -0.436 -0.469 0.173 0.033 -1.079 -0.489

[2]
CH4N2O in the gas phase at a distorted geometry. Source: OMol25; level of theory: ωB97M-V with the def2-TZVPD basis set.

E_HOMO	-10.2	eV
SMILES	NNC=O
LUMO	0.99	eV
frontier orbital gap	11.16	eV

```
8
Properties=species:S:1:pos:R:3:forces:R:3
N -1.480 -0.367 -0.041 1.491 3.688 0.123
N -0.408 0.719 0.024 -1.976 -0.561 0.600
C 0.898 0.384 0.005 -3.796 3.004 0.586
O 1.164 -0.729 -0.011 3.290 -7.044 -0.262
H -0.969 -0.967 -0.616 0.460 -1.816 -1.305
H -1.465 -0.810 0.863 0.129 0.063 0.529
H -0.597 1.655 -0.230 -1.188 0.708 -0.150
H 1.545 1.183 0.158 1.589 1.957 -0.120
```
Positions in Å, forces in eV/Å.

Atom charges from the Mulliken analysis, given in e for atoms 1 to 6: -0.527 -0.140 0.020 -0.518 0.286 0.268

[3]
A molecular structure, C5H3NO. Source: OMol25; level of theory: ωB97M-V with the def2-TZVPD basis set.

E_HOMO	-10.0	eV
LUMO	-0.79	eV
frontier orbital gap	9.23	eV

```
10
Properties=species:S:1:pos:R:3:forces:R:3
C 1.975 0.140 0.369 0.047 -0.136 0.227
C 1.326 -0.455 1.323 0.190 0.169 -0.251
C 0.142 -0.292 0.546 -0.301 0.145 -0.300
C -0.185 0.971 -0.060 -0.197 -0.089 0.209
O -1.196 0.757 -0.969 0.050 0.227 -0.051
N -1.461 -0.583 -1.031 0.187 -0.307 0.201
C -0.718 -1.205 -0.170 -0.127 -0.013 -0.017
H 1.171 1.027 -0.398 0.039 -0.001 0.068
H -0.269 1.920 0.463 0.100 -0.143 -0.068
H -0.786 -2.280 -0.074 0.012 0.147 -0.018
```
Positions in Å, forces in eV/Å.

Atom charges from the Mulliken analysis, given in e for atoms 1 to 6: -0.263 -0.458 0.687 -0.436 -0.155 -0.261

[4]
2 unconnected molecules or ions with the total composition C2H5Cl2N2 at a distorted geometry. Source: OMol25; level of theory: ωB97M-V with the def2-TZVPD basis set.

E_HOMO (alpha / beta)	-12.9 / -14.3	eV
total charge	+1
LUMO (alpha / beta)	-4.79 / -5.34	eV
frontier orbital gap (alpha / beta)	8.14 / 8.96	eV

```
11
Properties=species:S:1:pos:R:3:forces:R:3
C -0.712 -0.438 -0.227 0.100 -0.159 0.080
C 1.595 0.068 0.338 0.119 0.002 1.475
N -1.908 -0.075 -0.620 0.006 0.083 -0.028
N 0.335 0.355 -0.233 -0.365 0.411 -0.491
Cl 2.071 -1.581 0.318 -0.117 0.287 -0.013
Cl 2.796 1.236 -0.025 -0.366 -0.266 0.041
H -0.566 -1.449 0.141 -0.060 0.067 -0.029
H 0.945 0.432 2.394 0.540 -0.200 -1.117
H -2.682 -0.723 -0.571 0.122 0.021 -0.032
H -2.106 0.856 -0.966 -0.021 -0.098 0.027
H 0.231 1.318 -0.549 0.041 -0.150 0.086
```
Positions in Å, forces in eV/Å.

Atom charges from the Mulliken analysis, given in e for atoms 1 to 6: 0.233 0.185 -0.282 -0.180 -0.074 -0.064

[5]
8 unconnected molecules or ions with the total composition C11H35N4O11S at a distorted geometry. Source: OMol25; level of theory: ωB97M-V with the def2-TZVPD basis set.

E_HOMO	-13.3	eV
total charge	+3
LUMO	-9.17	eV
frontier orbital gap	4.08	eV

```
62
Properties=species:S:1:pos:R:3:forces:R:3
N -2.607 -2.718 -5.371 -0.859 -0.407 1.519
H -1.883 -2.692 -6.075 -0.003 0.549 -0.512
H -2.731 -3.664 -5.039 -0.030 -0.672 -0.203
H -3.533 -2.365 -5.568 -0.454 0.157 -1.454
H -2.435 -2.196 -4.524 1.266 0.719 0.651
N 2.721 -2.306 -2.805 0.871 -0.176 0.133
H 3.535 -1.712 -2.746 0.558 0.668 0.203
H 3.017 -3.211 -2.467 0.115 -0.528 0.060
H 2.479 -2.360 -3.784 -0.532 0.028 -0.283
H 2.006 -1.953 -2.185 -0.971 0.488 0.168
N -0.730 -6.103 -0.791 -0.028 0.135 -0.659
H -1.287 -6.608 -0.117 0.124 -0.851 0.342
H -0.886 -5.126 -0.589 0.211 1.024 -0.068
H -1.002 -6.321 -1.739 -0.875 -0.051 -0.364
H 0.253 -6.331 -0.830 0.615 -0.184 1.034
N -5.875 -2.791 0.536 0.427 0.987 0.436
H -4.921 -2.612 0.816 0.906 -0.268 0.006
H -6.215 -3.639 0.966 -0.336 -0.458 -0.056
H -5.949 -2.728 -0.470 -0.176 -0.369 -0.425
H -6.341 -1.984 0.926 -0.885 0.405 0.297
C -1.123 -0.361 -0.315 1.225 -1.820 -0.450
O -1.195 -1.520 -1.112 -0.569 -0.938 -1.316
H -2.061 -0.137 0.194 -0.050 0.369 0.111
H -0.338 -0.654 0.381 -0.074 0.826 1.040
H -0.712 0.485 -0.867 -0.391 0.523 -0.084
C 1.471 -3.076 6.285 1.408 -0.596 0.481
C 0.531 -1.974 6.593 -1.802 -2.704 1.098
C 0.891 -0.698 6.063 -0.271 3.402 0.275
O -0.353 -0.151 5.484 0.002 -1.857 -0.164
C -1.328 -1.170 5.446 -0.543 1.850 -0.967
O -2.465 -0.906 4.990 4.378 -2.237 1.935
O -0.706 -2.332 5.941 -2.740 1.670 -1.424
H 1.856 -2.957 5.273 -0.239 -0.277 -0.167
H 1.091 -4.080 6.473 -0.344 0.188 -0.217
H 2.352 -3.021 6.926 0.110 0.228 0.126
H 0.260 -1.873 7.644 0.240 -0.390 0.165
H 1.808 -0.753 5.476 -0.573 0.450 -0.961
H 1.082 -0.036 6.908 0.360 0.226 -0.247
C 2.325 5.437 1.062 -0.128 1.298 -1.151
C 3.376 4.460 1.329 -1.601 -1.606 3.147
C 2.841 3.243 2.110 0.185 -0.443 0.769
O 3.394 2.161 1.418 0.768 -2.391 -0.436
C 3.977 2.545 0.305 0.311 -0.358 -2.125
O 4.451 1.866 -0.584 -0.576 0.052 1.402
O 3.876 3.862 0.183 1.144 1.142 -1.060
H 1.588 5.088 0.339 0.085 -0.098 -0.068
H 2.935 6.226 0.622 -0.907 0.822 -0.117
H 1.784 5.763 1.951 0.366 0.106 0.055
H 4.075 4.894 2.044 0.932 0.193 -0.868
H 1.774 3.023 2.122 -0.168 0.747 0.141
H 3.288 3.158 3.100 -0.522 0.405 0.230
C -0.620 2.877 -5.153 0.815 1.419 0.696
C 0.413 3.813 -4.374 -0.857 -1.461 -1.886
O -0.397 4.891 -3.800 -0.558 -0.963 -1.156
S -1.875 4.997 -4.610 -3.461 -0.475 0.812
O -2.202 6.299 -5.178 2.197 -2.595 0.560
O -2.999 4.444 -3.817 3.218 0.698 -0.980
O -1.529 3.799 -5.717 -0.462 1.666 0.381
H -1.118 2.210 -4.449 -0.184 0.009 0.102
H -0.206 2.305 -5.984 0.290 0.194 0.134
H 1.175 4.165 -5.069 -0.442 0.776 -0.131
H 0.996 3.110 -3.778 -0.516 0.754 1.489
```
Positions in Å, forces in eV/Å.

Atom charges from the Mulliken analysis, given in e for atoms 1 to 6: -0.490 0.370 0.362 0.396 0.333 -0.478

What did the second record say?
CH4N2O in the gas phase at a distorted geometry. Source: OMol25; level of theory: ωB97M-V with the def2-TZVPD basis set.

E_HOMO	-10.2	eV
SMILES	NNC=O
LUMO	0.99	eV
frontier orbital gap	11.16	eV

```
8
Properties=species:S:1:pos:R:3:forces:R:3
N -1.480 -0.367 -0.041 1.491 3.688 0.123
N -0.408 0.719 0.024 -1.976 -0.561 0.600
C 0.898 0.384 0.005 -3.796 3.004 0.586
O 1.164 -0.729 -0.011 3.290 -7.044 -0.262
H -0.969 -0.967 -0.616 0.460 -1.816 -1.305
H -1.465 -0.810 0.863 0.129 0.063 0.529
H -0.597 1.655 -0.230 -1.188 0.708 -0.150
H 1.545 1.183 0.158 1.589 1.957 -0.120
```
Positions in Å, forces in eV/Å.

Atom charges from the Mulliken analysis, given in e for atoms 1 to 6: -0.527 -0.140 0.020 -0.518 0.286 0.268